(1)
Molecular formula: C16H32F8InO3Si
Method: DFT, ωB97M-V/def2-TZVPD

Computed properties:
HOMO level = -0.1490 hartree
spin multiplicity = 1
total charge = -1
HOMO-LUMO gap = 6.07 eV
total energy = -58037.1078 eV

Each line ends with the Mulliken charge.
Geometry (Å):
C -2.7539 -4.6206 1.4904  -0.518
C -1.2992 -4.5262 0.7275  -0.054
O -1.4620 -3.4984 -0.3431  -0.697
In -1.1346 -1.5689 0.5015  0.895
C -2.1318 -1.4514 2.5620  -0.969
C 1.0850 -1.0896 0.7722  -0.653
C 1.3912 -0.1658 2.1223  -0.572
O 0.4240 0.9254 2.3178  0.140
C 0.7454 1.7202 3.5344  -0.892
C -0.0988 3.1250 3.5090  0.891
F -1.3426 2.9303 2.7132  -0.201
F -0.5632 3.3559 4.9282  -0.331
C 0.7694 4.4535 3.0991  0.262
F 1.4350 5.0621 4.3066  -0.297
F -0.2410 5.4888 2.6629  -0.288
C 1.7864 4.2572 1.8285  0.707
F 2.2759 5.6418 1.4723  -0.316
F 3.0356 3.4885 2.1623  -0.274
C 1.0455 3.6998 0.4523  0.347
F 1.3387 4.6802 -0.6593  -0.341
F 1.5732 2.3934 -0.0223  -0.177
Si -2.2008 0.0910 -1.1542  0.114
C -3.9694 -0.5334 -1.5980  -0.951
C -1.0387 0.3866 -2.6612  -0.388
C -2.3750 1.8165 -0.2559  -0.410
H -3.2520 -5.6785 1.3790  0.291
H -3.5069 -3.7827 1.1102  0.027
H -2.5514 -4.3849 2.6402  0.144
H -0.9857 -5.5169 0.1625  0.249
H -0.4422 -4.1157 1.4405  0.063
H -3.2650 -1.7126 2.4005  0.229
H -1.6212 -2.3147 3.1989  0.095
H -1.9723 -0.3974 3.0763  0.187
H 1.7026 -2.1092 0.8155  0.236
H 1.5183 -0.4985 -0.1552  0.043
H 1.4263 -0.9385 3.0227  0.208
H 2.4622 0.3480 2.0313  0.237
H 1.8918 1.8286 3.7429  0.308
H 0.3080 1.0832 4.4433  0.339
H -0.1213 3.7310 0.5924  0.181
H -4.7432 0.3654 -1.4624  0.264
H -4.0645 -1.0099 -2.6682  0.246
H -4.2687 -1.3126 -0.7445  0.161
H -1.7161 0.7765 -3.5472  0.292
H -0.4233 -0.5823 -2.9273  -0.069
H -0.2219 1.2188 -2.4073  0.074
H -1.3539 1.9467 0.3488  -0.380
H -3.2577 1.8271 0.5244  0.270
H -2.4999 2.6934 -1.0563  0.322
C 2.7032 -1.0842 -5.4441  -1.354
C 2.8414 -0.9654 -3.9347  0.316
C 3.6431 -2.1218 -3.3590  -1.248
O 1.5455 -0.9477 -3.3418  -0.399
H 2.1758 -2.0049 -5.7182  0.349
H 2.1134 -0.2519 -5.8433  0.317
H 3.6831 -1.0847 -5.9315  0.401
H 3.3298 -0.0176 -3.6833  0.258
H 3.1490 -3.0793 -3.5590  0.327
H 3.7239 -2.0297 -2.2706  0.293
H 4.6513 -2.1534 -3.7837  0.387
H 1.1043 -1.7855 -3.5599  0.312

Forces on the atoms, in the same order (eV/Å):
C 0.38 0.04 1.02
C -0.70 1.64 -1.58
O 0.72 -1.24 1.90
In -0.07 0.59 0.34
C -0.09 -0.56 0.80
C 1.66 0.82 0.22
C 1.69 -1.58 -0.70
O 1.39 0.81 1.46
C -1.19 -1.79 0.46
C -1.55 -1.35 1.80
F 4.05 1.20 2.25
F 1.24 -0.35 -4.03
C -1.58 2.55 0.92
F -1.85 -2.31 -4.12
F 3.13 -2.95 1.06
C 3.12 1.78 -0.87
F -1.41 -4.10 1.46
F -4.18 2.27 -0.79
C 0.59 -0.01 -2.33
F -0.67 -2.91 3.26
F -1.63 4.29 1.84
Si 0.37 0.14 0.49
C -1.77 -0.03 0.36
C 0.58 0.58 -0.91
C 0.33 1.00 0.40
H 0.94 2.01 0.25
H 1.86 -1.88 0.57
H -0.71 -0.70 -2.31
H -0.59 1.69 1.54
H -1.66 -1.42 -1.02
H 2.08 0.62 0.66
H -1.22 1.86 -0.95
H -0.44 -2.22 -1.01
H -1.08 2.24 0.29
H -0.93 -1.17 1.74
H -0.32 1.86 -1.41
H -2.04 -1.02 0.30
H -2.07 0.24 -0.73
H 0.82 1.67 -1.70
H 2.38 -0.60 -0.47
H 1.47 -1.87 -0.60
H 0.02 0.84 2.15
H 0.58 1.46 -2.10
H 1.60 -0.79 1.35
H -1.72 2.26 0.36
H -1.77 -1.74 -0.56
H -2.23 -0.11 -1.27
H 1.74 0.11 -1.54
H 0.21 -1.64 1.84
C 0.00 0.28 -0.28
C -0.27 -0.66 -0.12
C 0.27 0.00 0.29
O 0.41 -0.04 -0.13
H 0.13 -0.01 0.10
H 0.13 -0.07 0.10
H -0.09 -0.03 0.00
H -0.25 -0.06 0.08
H 0.02 0.11 -0.12
H -0.01 0.06 -0.17
H -0.06 -0.05 0.03
H 0.23 0.25 0.13



(2)
Molecular formula: C14H54O13
Method: DFT, ωB97M-V/def2-TZVPD

Computed properties:
HOMO level = -0.3648 hartree
spin multiplicity = 1
total charge = 0
HOMO-LUMO gap = 10.11 eV
total energy = -42010.0391 eV

Each line ends with the Mulliken charge.
Geometry (Å):
C 21.7419 -13.3168 -0.3046  -0.637
C 22.0977 -12.2458 0.7504  0.176
O 23.2565 -12.7022 1.3525  -0.590
H 22.4528 -13.3369 -1.1306  0.318
H 20.7848 -13.0899 -0.7741  -0.129
H 21.6690 -14.3089 0.1409  0.306
H 21.2827 -12.1413 1.4666  -0.041
H 22.3635 -11.2555 0.3804  0.210
H 23.9880 -12.5660 0.7459  0.353
C 15.9884 -14.1863 -0.5119  -1.001
C 17.0223 -14.5141 0.5647  -0.229
O 18.2758 -14.7037 -0.0691  -0.498
H 15.0465 -13.8223 -0.1013  0.391
H 15.6670 -15.1281 -0.9565  0.330
H 16.3503 -13.4496 -1.2292  0.152
H 16.6852 -15.3904 1.1184  0.388
H 17.0565 -13.6989 1.2875  0.291
H 18.9544 -14.7186 0.6099  0.181
C 21.3197 -10.3736 3.8824  -0.660
C 21.3774 -9.9346 5.3601  -0.475
O 22.6243 -9.1761 5.5439  -0.522
H 21.6454 -9.6246 3.1607  0.273
H 20.3478 -10.7279 3.5388  0.232
H 21.8944 -11.2867 3.7272  0.326
H 21.3166 -10.7820 6.0430  0.291
H 20.4919 -9.3669 5.6459  0.267
H 22.5236 -8.7316 6.3889  0.286
C 22.1402 -11.1352 -3.1776  -0.735
C 20.9766 -11.3393 -4.0555  0.042
O 21.3609 -11.8455 -5.3371  -0.596
H 21.8012 -10.7059 -2.2348  0.064
H 22.8129 -10.3960 -3.6125  0.364
H 22.6652 -12.0741 -3.0015  0.211
H 20.5473 -10.3618 -4.2752  0.283
H 20.1842 -11.9767 -3.6630  0.060
H 21.4527 -11.1096 -5.9467  0.342
C 18.9183 -10.2158 0.8059  -0.027
C 18.3496 -11.1052 -0.2281  0.090
O 18.4383 -10.5209 -1.4993  0.129
H 18.3339 -9.3046 0.9330  -0.014
H 19.9451 -9.9508 0.5538  -0.095
H 18.9798 -10.6580 1.8003  0.031
H 17.2987 -11.3349 -0.0517  0.279
H 18.8685 -12.0634 -0.2018  -0.283
H 18.0239 -11.0698 -2.1691  0.134
C 17.9860 -16.1425 -4.4542  -1.328
C 17.9596 -15.7110 -2.9803  0.048
O 18.7528 -14.5939 -2.7754  -0.419
H 17.7314 -15.2925 -5.0873  0.273
H 17.2344 -16.8903 -4.7073  0.376
H 18.9795 -16.4577 -4.7730  0.333
H 18.2618 -16.5059 -2.2985  0.383
H 16.9272 -15.4365 -2.7634  0.105
H 18.7533 -14.4975 -1.8202  0.272
C 21.4904 -7.1621 0.2580  -0.907
C 20.1376 -6.7960 0.9045  -0.055
O 19.0874 -6.8204 -0.0832  -0.467
H 21.4032 -8.0441 -0.3766  0.048
H 22.2762 -7.4859 0.9404  0.363
H 21.7499 -6.3395 -0.4083  0.354
H 20.2833 -5.8372 1.4022  0.434
H 19.9260 -7.5499 1.6628  0.066
H 18.3410 -6.4345 0.3811  0.191
O 18.2466 -11.2849 4.8393  -0.602
H 17.9937 -10.4177 4.5226  0.361
H 18.3749 -11.1685 5.7807  0.299
O 19.6756 -8.1354 -2.4796  -0.735
H 19.4451 -9.0396 -2.2661  0.200
H 19.1781 -7.6071 -1.8555  0.352
O 17.5373 -11.9611 -3.5742  -0.510
H 17.7405 -12.8867 -3.4395  0.194
H 17.0223 -11.9434 -4.3809  0.244
O 17.2751 -8.7787 3.9691  -0.622
H 16.7596 -8.5670 3.1908  0.394
H 17.4249 -7.9345 4.3947  0.236
O 16.1432 -8.7612 -0.5343  -0.659
H 15.4726 -9.0223 -1.1654  0.282
H 16.9596 -9.1073 -0.8947  0.304
O 16.0096 -7.7914 1.8606  -0.718
H 15.9952 -8.1596 0.9772  0.366
H 16.5060 -6.9776 1.7733  0.283

Forces on the atoms, in the same order (eV/Å):
C -0.81 1.07 -0.38
C -0.12 -0.75 -1.32
O 1.28 -0.47 1.76
H 0.21 -0.07 0.20
H -0.21 -0.02 -0.10
H 0.17 0.11 0.19
H 0.22 -0.07 0.27
H -0.80 0.18 -0.64
H 0.01 -0.02 0.03
C -0.39 -0.62 0.46
C -1.09 0.77 -0.11
O 0.18 -0.15 0.24
H 0.19 0.32 0.40
H 0.34 0.14 -0.62
H 0.06 -0.22 -0.10
H 0.23 -0.27 -0.04
H 0.30 0.17 0.04
H 0.20 -0.06 0.01
C -0.14 -0.82 0.17
C 0.46 0.28 -0.91
O -1.42 -0.69 0.01
H 0.18 0.21 0.35
H -0.38 0.43 0.56
H 0.64 0.22 0.09
H 0.48 -0.34 -0.14
H 0.07 0.65 -0.28
H 0.22 0.10 0.10
C 0.63 0.09 0.82
C -0.86 0.81 -1.50
O 0.12 -0.64 -0.22
H 0.03 -0.12 0.24
H 0.16 -0.14 -0.09
H 0.13 0.09 0.05
H -0.47 0.14 0.48
H 0.24 -0.12 0.12
H 0.03 -0.04 0.09
C 0.42 0.86 0.81
C -0.53 -1.31 0.04
O 0.43 1.16 0.03
H 0.09 0.13 -0.13
H 0.04 0.17 -0.17
H -0.25 -0.35 -0.09
H -0.23 -0.01 0.42
H 0.17 -0.20 -0.14
H -0.21 -0.33 -0.50
C 0.26 0.47 0.13
C -1.12 -0.99 -1.15
O 0.69 1.00 -0.42
H 0.04 0.26 0.07
H 0.16 -0.25 0.34
H -0.04 -0.20 0.09
H -0.05 -0.26 -0.09
H -0.28 -0.27 0.21
H 0.20 0.36 0.55
C -0.90 -0.29 -0.69
C 1.42 -1.26 -0.07
O 0.44 0.61 0.84
H -0.48 0.04 -0.23
H -0.07 0.80 0.41
H 0.55 -0.08 0.16
H -0.52 0.26 -0.15
H -0.23 0.01 0.22
H -0.31 0.03 -0.34
O 0.24 -0.71 0.08
H -0.36 0.69 -0.27
H -0.01 -0.06 0.20
O 0.35 0.16 -0.72
H -0.19 -0.42 0.18
H 0.01 0.21 0.35
O -0.35 0.23 -0.06
H 0.54 -0.84 0.21
H -0.12 0.24 -0.19
O 0.69 -0.34 0.93
H -0.55 0.13 -0.84
H 0.07 0.09 0.19
O -0.36 0.07 -0.23
H -0.27 0.02 -0.09
H 0.76 -0.28 -0.28
O -0.13 0.57 1.03
H -0.07 -0.51 -0.90
H -0.02 0.26 0.05